(1)
{
  "formula": "C3H7BO5Tl",
  "method": "ωB97M-V with the def2-TZVPD basis set",
  "total_charge": 3,
  "max_force_ev_per_a": 2.62,
  "e_homo_ev": -23.37,
  "spin_multiplicity": 1,
  "symbols": ["C", "C", "O", "B", "O", "O", "C", "O", "O", "H", "H", "H", "H", "H", "H", "H", "Tl"],
  "coordinates": [[1.88, -1.17, 0.12], [1.42, -0.16, -0.99], [0.19, 0.34, -0.90], [-0.55, 0.93, 0.21], [-0.13, 2.11, 0.73], [-1.65, 0.27, 0.65], [-2.02, -0.96, 0.08], [-1.65, -1.92, 0.68], [-2.65, -0.99, -1.03], [2.34, -0.81, 1.06], [2.70, -1.69, -0.42], [1.02, -1.81, 0.35], [1.50, -0.55, -2.03], [2.23, 0.67, -0.89], [0.40, 1.98, 1.54], [-3.24, -0.23, -1.21], [-1.77, 3.99, 2.06]]
}

***

(2)
{
  "formula": "C31H34AsN3O6S3W",
  "method": "ωB97M-V with the def2-TZVPD basis set",
  "total_charge": -2,
  "e_above_lowest_kcal_mol": 19.7,
  "max_force_ev_per_a": 0.60,
  "e_homo_ev": -2.71,
  "spin_multiplicity": 1,
  "symbols": ["W", "S", "C", "C", "C", "C", "N", "C", "C", "C", "S", "C", "N", "H", "H", "O", "As", "O", "O", "C", "C", "C", "C", "C", "C", "S", "O", "O", "O", "H", "H", "H", "H", "H", "C", "C", "C", "C", "C", "C", "C", "C", "C", "C", "C", "C", "N", "H", "H", "H", "H", "H", "H", "H", "H", "H", "H", "H", "H", "H", "H", "H", "H", "H", "C", "C", "C", "C", "C", "H", "H", "H", "H", "H", "H", "H", "H", "H", "H"],
  "coordinates": [[0.84, 0.66, -0.87], [-0.57, 2.83, -0.88], [-1.99, 2.43, -1.78], [-2.80, 3.49, -2.22], [-3.89, 3.29, -3.05], [-4.65, 4.43, -3.48], [-5.25, 5.35, -3.82], [-4.24, 1.99, -3.47], [-3.48, 0.93, -2.98], [-2.39, 1.12, -2.14], [-1.54, -0.35, -1.61], [-5.35, 1.76, -4.33], [-6.25, 1.56, -5.02], [-2.53, 4.50, -1.93], [-3.76, -0.08, -3.26], [3.67, -1.29, -2.30], [1.96, -1.62, -1.75], [1.25, -2.42, -3.01], [1.21, 1.09, -2.48], [2.41, -3.08, -0.49], [2.53, -4.33, -1.08], [2.72, -5.46, -0.30], [2.75, -5.35, 1.08], [2.61, -4.11, 1.68], [2.45, -2.98, 0.89], [2.31, -1.40, 1.71], [3.56, -0.71, 1.51], [1.96, -1.67, 3.09], [1.18, -0.76, 0.98], [3.57, -0.85, -3.15], [2.44, -4.40, -2.15], [2.81, -6.44, -0.77], [2.87, -6.24, 1.70], [2.60, -3.99, 2.76], [0.35, 1.59, 3.36], [-0.74, 1.61, 2.29], [-1.66, 2.82, 2.46], [-1.54, 0.32, 2.27], [-2.15, -0.04, 3.47], [-2.89, -1.20, 3.58], [-2.99, -2.01, 2.47], [-2.41, -1.70, 1.24], [-2.51, -2.82, 0.21], [-3.65, -2.67, -0.83], [-1.15, -3.25, -0.35], [-1.70, -0.47, 1.11], [-1.05, -0.04, -0.05], [0.95, 2.50, 3.28], [1.01, 0.73, 3.23], [-0.07, 1.55, 4.36], [-0.25, 1.72, 1.33], [-2.19, 2.78, 3.41], [-2.39, 2.86, 1.65], [-1.08, 3.74, 2.42], [-2.02, 0.60, 4.33], [-3.35, -1.48, 4.51], [-3.52, -2.96, 2.55], [-2.83, -3.67, 0.81], [-3.90, -1.63, -1.03], [-4.55, -3.15, -0.45], [-3.38, -3.14, -1.78], [-0.71, -2.60, -1.10], [-1.24, -4.24, -0.81], [-0.42, -3.33, 0.47], [4.77, 1.76, -0.14], [3.44, 2.48, -0.39], [3.34, 3.71, 0.52], [3.39, 2.93, -1.85], [2.32, 1.54, -0.02], [5.61, 2.42, -0.38], [4.84, 0.86, -0.76], [4.85, 1.43, 0.90], [4.15, 4.41, 0.30], [3.42, 3.42, 1.57], [2.39, 4.22, 0.38], [4.21, 3.63, -2.06], [2.44, 3.43, -2.08], [3.47, 2.08, -2.52], [2.32, 1.36, 1.06]]
}

***

(3)
{
  "formula": "C6H5Cl5N2",
  "method": "ωB97M-V with the def2-TZVPD basis set",
  "total_charge": 0,
  "e_above_lowest_kcal_mol": 24.1,
  "smiles": "C[C@]1(NCl)NC(Cl)=C(Cl)C(Cl)=C1Cl",
  "max_force_ev_per_a": 5.27,
  "e_homo_ev": -8.44,
  "spin_multiplicity": 1,
  "symbols": ["C", "C", "N", "Cl", "N", "C", "Cl", "C", "Cl", "C", "Cl", "C", "Cl", "H", "H", "H", "H", "H"],
  "coordinates": [[0.95, 1.71, 0.86], [-0.36, 1.26, 0.09], [-0.64, 2.14, -1.01], [-2.14, 2.80, -1.73], [-1.50, 1.30, 0.98], [-1.87, 0.24, 1.76], [-2.41, 0.25, 3.33], [-1.50, -1.00, 1.28], [-1.63, -2.55, 2.22], [-0.66, -1.10, 0.10], [-0.07, -2.69, -0.43], [-0.12, -0.01, -0.49], [0.76, -0.27, -2.00], [1.95, 1.61, 0.36], [0.82, 2.73, 1.10], [0.98, 1.13, 1.80], [-0.05, 1.89, -1.74], [-2.14, 1.98, 0.57]]
}

***

(4)
{
  "formula": "C9H12MgN2O4S",
  "method": "ωB97M-V with the def2-TZVPD basis set",
  "total_charge": 2,
  "max_force_ev_per_a": 4.74,
  "e_homo_ev": -15.06,
  "spin_multiplicity": 1,
  "symbols": ["Mg", "O", "C", "C", "O", "C", "O", "C", "O", "C", "H", "H", "C", "H", "H", "C", "N", "C", "S", "N", "C", "H", "H", "H", "H", "H", "H", "H", "H"],
  "coordinates": [[-0.20, -0.64, -1.20], [-0.04, 2.80, -0.58], [-0.09, 1.67, -0.79], [-0.31, -2.94, -1.16], [-0.38, -4.04, -0.86], [2.11, -0.72, -1.04], [3.25, -0.79, -0.91], [-2.51, -0.49, -1.10], [-3.65, -0.46, -1.00], [-0.17, 0.05, -6.15], [-1.08, 0.67, -6.15], [0.79, 0.58, -6.13], [-0.24, -1.29, -6.21], [0.67, -1.91, -6.24], [-1.20, -1.82, -6.26], [1.65, 0.42, 4.14], [1.27, 0.09, 2.76], [-0.01, -0.17, 2.40], [-0.36, -1.54, 1.37], [-1.04, 0.58, 2.82], [-0.94, 1.92, 3.40], [0.79, 0.65, 4.75], [2.33, 1.27, 4.14], [2.17, -0.43, 4.58], [1.95, -0.54, 2.30], [-1.94, 0.27, 2.46], [-1.51, 2.62, 2.79], [-1.38, 1.90, 4.39], [0.08, 2.28, 3.47]]
}

***

(5)
{
  "formula": "C32H36O2P2Se2Sr",
  "method": "ωB97M-V with the def2-TZVPD basis set",
  "total_charge": 0,
  "e_above_lowest_kcal_mol": 1.6,
  "max_force_ev_per_a": 0.17,
  "e_homo_ev": -6.77,
  "spin_multiplicity": 1,
  "symbols": ["Sr", "C", "C", "P", "C", "C", "C", "C", "C", "C", "C", "C", "C", "C", "C", "C", "C", "P", "C", "C", "C", "C", "C", "C", "C", "C", "C", "C", "C", "C", "H", "H", "H", "H", "H", "H", "H", "H", "H", "H", "H", "H", "H", "H", "H", "H", "H", "H", "H", "H", "H", "H", "H", "H", "H", "H", "O", "C", "C", "C", "O", "C", "Se", "C", "Se", "H", "H", "H", "H", "H", "H", "H", "H", "H", "H"],
  "coordinates": [[-0.76, 0.62, 0.51], [1.40, -2.74, -2.27], [0.38, -3.32, -1.28], [-1.01, -2.18, -0.94], [-1.97, -2.16, -2.49], [-1.86, -3.11, -3.50], [-2.63, -3.00, -4.65], [-3.51, -1.95, -4.81], [-3.63, -0.99, -3.81], [-2.85, -1.09, -2.66], [-2.03, -3.14, 0.23], [-3.02, -4.02, -0.17], [-3.76, -4.72, 0.78], [-3.49, -4.54, 2.13], [-2.51, -3.65, 2.54], [-1.78, -2.95, 1.59], [2.53, -1.93, -1.63], [2.09, -0.73, -0.29], [3.71, -0.34, 0.43], [3.77, -0.11, 1.81], [4.98, 0.21, 2.41], [6.14, 0.30, 1.65], [6.08, 0.07, 0.28], [4.88, -0.24, -0.33], [1.69, 0.83, -1.19], [0.85, 0.83, -2.32], [0.40, 2.02, -2.87], [0.78, 3.23, -2.31], [1.60, 3.25, -1.19], [2.05, 2.06, -0.63], [0.88, -2.14, -3.02], [1.86, -3.56, -2.83], [0.85, -3.53, -0.32], [-0.01, -4.28, -1.64], [-1.18, -3.95, -3.40], [-2.53, -3.75, -5.43], [-4.10, -1.86, -5.71], [-4.31, -0.16, -3.93], [-2.95, -0.32, -1.90], [-3.24, -4.16, -1.22], [-4.53, -5.40, 0.47], [-4.07, -5.08, 2.87], [-2.31, -3.49, 3.59], [-1.01, -2.25, 1.92], [3.11, -1.43, -2.41], [3.21, -2.62, -1.12], [2.87, -0.15, 2.40], [5.01, 0.40, 3.47], [7.08, 0.55, 2.12], [6.98, 0.15, -0.32], [4.85, -0.39, -1.40], [0.53, -0.10, -2.77], [-0.25, 2.00, -3.73], [0.41, 4.16, -2.72], [1.87, 4.18, -0.72], [2.67, 2.09, 0.25], [-0.78, 5.47, 3.94], [-1.78, 4.66, 3.30], [-1.16, 3.40, 2.70], [-0.07, 3.80, 1.69], [1.08, 4.39, 2.25], [-0.58, 2.52, 3.81], [0.23, 0.78, 3.28], [-2.34, 2.65, 2.01], [-2.64, 2.78, 0.05], [-1.18, 6.30, 4.22], [-2.27, 5.23, 2.50], [-2.54, 4.37, 4.04], [-0.52, 4.42, 0.91], [0.29, 2.89, 1.20], [0.78, 5.03, 2.91], [-1.37, 2.28, 4.53], [0.21, 3.05, 4.34], [-3.28, 2.97, 2.45], [-2.26, 1.60, 2.31]]
}

***

(6)
{
  "formula": "C22H46BBr4F4N2O10",
  "method": "ωB97M-V with the def2-TZVPD basis set",
  "total_charge": -1,
  "e_above_lowest_kcal_mol": 1.2,
  "max_force_ev_per_a": 2.52,
  "e_homo_ev": -6.58,
  "spin_multiplicity": 1,
  "symbols": ["B", "F", "F", "F", "F", "C", "O", "C", "C", "N", "C", "C", "O", "C", "H", "H", "H", "H", "H", "H", "H", "H", "H", "H", "H", "H", "H", "H", "H", "C", "O", "C", "C", "N", "C", "C", "O", "C", "H", "H", "H", "H", "H", "H", "H", "H", "H", "H", "H", "H", "H", "H", "H", "Br", "C", "C", "Br", "H", "H", "H", "H", "Br", "C", "C", "Br", "H", "H", "H", "H", "C", "C", "O", "C", "O", "O", "H", "H", "H", "H", "C", "C", "O", "C", "O", "O", "H", "H", "H", "H"],
  "coordinates": [[-1.81, 0.25, -0.26], [-1.19, -0.95, -0.77], [-1.12, 1.34, -0.86], [-3.16, 0.25, -0.58], [-1.58, 0.31, 1.13], [-1.65, -6.00, 1.31], [-1.72, -4.59, 1.27], [-0.42, -4.01, 1.37], [0.41, -4.16, 0.11], [-0.21, -3.58, -1.07], [0.56, -3.97, -2.26], [0.23, -3.15, -3.51], [1.43, -2.81, -4.18], [1.18, -2.36, -5.48], [-1.26, -6.43, 0.37], [-2.67, -6.39, 1.39], [-0.96, -6.37, 2.07], [0.16, -4.45, 2.19], [-0.64, -2.98, 1.67], [0.59, -5.21, -0.13], [1.41, -3.74, 0.32], [-0.36, -2.57, -1.09], [0.46, -5.05, -2.39], [1.61, -3.71, -2.04], [-0.27, -2.24, -3.17], [-0.48, -3.72, -4.12], [2.07, -2.53, -6.09], [0.95, -1.28, -5.50], [0.33, -2.82, -6.01], [5.79, 2.69, 0.91], [5.54, 3.74, 1.83], [4.17, 3.98, 2.07], [3.52, 2.87, 2.94], [2.24, 3.35, 3.47], [1.24, 3.79, 2.50], [0.69, 2.66, 1.61], [-0.12, 1.72, 2.28], [-1.43, 2.23, 2.53], [6.28, 1.89, 1.47], [6.32, 3.07, 0.04], [4.88, 2.25, 0.48], [3.66, 3.99, 1.09], [4.03, 4.93, 2.58], [4.27, 2.63, 3.69], [3.29, 2.00, 2.31], [1.77, 2.62, 4.00], [1.63, 4.53, 1.80], [0.48, 4.34, 3.05], [1.55, 2.17, 1.15], [0.07, 3.12, 0.83], [-1.41, 3.21, 3.00], [-1.95, 1.50, 3.14], [-1.94, 2.26, 1.56], [2.08, -1.26, 2.35], [0.94, -1.49, 0.77], [0.87, -0.30, -0.15], [2.70, 0.31, -0.59], [-0.03, -1.70, 1.21], [1.21, -2.43, 0.31], [0.38, 0.59, 0.21], [0.48, -0.54, -1.13], [-5.59, 4.07, -2.58], [-4.79, 2.75, -3.81], [-4.45, 1.49, -3.05], [-4.10, 0.09, -4.39], [-3.99, 3.15, -4.43], [-5.63, 2.63, -4.48], [-5.30, 1.11, -2.50], [-3.55, 1.57, -2.46], [-0.88, 2.88, -3.48], [0.32, 2.04, -2.99], [0.15, 0.85, -3.75], [-0.53, 1.13, -4.87], [-0.61, 0.40, -5.81], [-1.13, 2.34, -4.78], [-0.61, 3.93, -3.56], [-1.79, 2.75, -2.89], [0.04, 1.83, -1.96], [1.29, 2.54, -3.05], [-0.65, -0.36, 4.59], [-1.67, -1.21, 3.87], [-2.61, -1.48, 4.91], [-1.97, -1.35, 6.11], [-2.41, -1.59, 7.18], [-0.71, -0.90, 5.92], [-0.86, 0.71, 4.57], [0.33, -0.45, 4.13], [-1.25, -2.12, 3.43], [-2.12, -0.59, 3.09]]
}